Molecular formula: C5H14N2S
Method: DFT, ωB97M-V with the def2-TZVPD basis set

Values from the calculation:
E_tot in eV: -19227.2103
SMILES: C[C@H](CCS)NCN
Frontier orbital gap in eV: 9.68
ΔE to the lowest compared entry with this formula, charge and spin in kcal per mole: 2.0

The geometry in ORCA input format:
```
! wB97M-V def2-TZVPD RIJCOSX def2/J DEFGRID3
* xyz 0 1
C -1.65316 0.16638 1.73726
C -0.56185 0.48049 0.72954
C 0.08015 -0.79223 0.18853
C -0.80974 -1.56321 -0.79042
S 0.09582 -2.71023 -1.85697
N 0.45213 1.35044 1.32371
C 1.27170 2.06211 0.36221
N 0.85572 3.42193 0.02366
H -1.26843 -0.25258 2.66912
H -2.31782 -0.59841 1.33463
H -2.23035 1.06359 1.92279
H -1.07351 1.00229 -0.09170
H 1.04329 -0.61284 -0.26395
H 0.21253 -1.47887 1.02633
H -1.40008 -0.88410 -1.42585
H -1.60366 -2.11636 -0.29394
H 1.26268 -2.67374 -1.20661
H 0.02261 1.95203 2.01189
H 2.28201 2.15817 0.76806
H 1.31106 1.50015 -0.56335
H -0.08347 3.47306 -0.34285
H 0.99792 4.04634 0.81017
*
```